(1)
Density functional theory data (ωB97M-V/def2-TZVPD) for a cluster of 11 separate species, C62H148N2O29 in total in a non-equilibrium geometry.

Results
SMILES: COC[C@H](C)N.COC[C@H](C)N.COCCOCCOC.COCCOCCOC.COCCOCCOC.COCCOCCOC.COCCOCCOC.COCCOCCOC.COCCOCCOC.COCCOCCOC.COCCOCCOC

Last column: Mulliken charge in e.
Element x y z (Å)
H -2.0213 -3.5142 8.9397  0.280
H -9.9144 2.8005 2.5707  0.348
H 18.2401 -3.1281 1.6177  0.225
C 0.3412 -9.2853 -0.5093  0.377
N 0.1821 -9.8866 -1.8078  -0.748
H -2.6988 5.5553 4.8898  0.306
H 1.8725 -1.2387 -0.1982  0.281
H 5.4591 -0.6731 -7.0008  0.401
C -2.6870 -2.6999 8.6537  -0.645
H 1.1849 -1.5188 -1.7712  0.197
C -3.0980 -5.7578 -6.3228  -0.774
O 13.6240 -3.5608 -0.4323  -0.325
C 1.5122 12.5903 1.4819  -0.763
C -3.1222 1.9801 -0.2006  -0.334
H 5.9327 1.2443 4.4350  0.309
O 4.3702 -1.4911 8.8139  -0.211
H -0.8325 -4.6987 7.4321  0.025
C 2.7874 0.3188 9.2772  -0.560
H -1.4895 9.0677 4.4459  0.331
H 1.4806 -5.3408 7.0190  0.416
O -1.9980 7.3644 3.4246  -0.262
H -8.3602 -0.2234 -7.3228  0.299
H -2.7904 -3.3116 -6.2142  0.326
H -0.8291 5.6694 3.3697  0.353
H 5.3740 0.0148 3.4112  0.260
H -14.0269 1.2782 4.0475  0.338
H 11.7552 -1.9135 -1.3690  0.321
H 4.1830 -7.7020 -7.5644  0.261
H -0.4499 -10.6738 -1.7761  0.278
O -1.2736 -4.4586 5.4549  -0.219
C -1.0722 6.5020 4.0299  -0.610
H 2.9681 4.2474 -0.7650  0.329
C -4.6013 3.7766 -9.7853  -0.634
C -0.8699 -0.8443 0.5301  -0.374
O 16.5746 -3.8412 0.6985  -0.326
C -14.6600 4.4784 6.4318  -0.822
C -3.8359 2.3963 -1.3878  -0.662
H -4.3207 -3.8469 6.5083  0.373
H 3.2923 -4.8114 4.6743  0.273
H -1.4106 -1.7828 0.4076  0.351
H -8.6857 3.3348 5.9598  0.267
C -11.6364 1.6182 3.1196  -0.622
H -4.7397 -2.9455 -3.8781  0.360
O 3.5427 8.7530 -0.0086  -0.244
H -9.5317 -0.5306 -6.1086  0.233
H -2.1709 -3.6835 -4.6300  0.514
C -6.0380 -3.2865 -6.0330  -0.206
H -14.6119 4.2840 3.7741  0.312
H 0.8435 -12.6002 1.9420  0.306
H 0.3257 7.1917 6.3384  0.246
C 12.2507 -3.8590 -0.3260  -0.400
H 5.2787 -3.2142 -7.9519  0.328
H -3.3997 -1.8131 -4.4259  0.330
H 3.2861 9.2693 2.0554  0.337
H 3.7516 -6.7419 -6.1577  0.314
C 5.1941 -2.5568 9.2662  -0.832
H 1.3876 -1.3748 -7.2947  0.236
H 8.7683 -3.6596 -2.3129  0.288
C -8.8874 -1.0382 -6.8264  -0.759
H -1.7846 -9.2647 0.2097  0.301
C -2.5392 2.5996 -10.6567  -0.729
H -0.6482 7.7712 7.7586  0.226
C 17.9498 -3.5470 0.6541  -0.662
C -0.5719 -5.1572 6.4782  -0.066
H -1.1594 1.1557 1.2199  0.389
C 0.7825 -10.3846 0.5534  -0.631
H 1.2022 -8.6687 -0.7674  0.258
O -3.1432 9.3853 1.5715  -0.428
H -0.2966 -9.1406 -2.2919  0.236
H 5.5689 -3.2435 8.5072  0.255
H -1.9827 1.2727 -13.0891  0.368
H 4.0052 1.2479 -6.6313  0.367
H -5.1753 1.6255 -3.6483  0.276
O -10.1244 2.6125 4.6817  -0.236
H 0.0999 1.8666 -10.3370  0.194
H 2.1659 5.2123 0.5022  0.241
O -12.4788 2.5549 3.8566  -0.118
H -15.3093 3.7933 6.9769  0.318
H -2.7829 -5.2212 -7.2177  0.322
H 4.3842 7.2140 -1.9341  0.269
H -11.8078 0.6472 3.5842  0.329
C 3.4888 0.4356 7.0170  0.005
H -2.2193 2.5864 -0.2743  0.338
O -2.7391 -2.7485 7.2236  -0.324
H -1.5352 -8.1193 -0.9916  0.435
H 3.4818 0.0902 -5.4341  0.330
H 0.8005 -2.5744 -0.3713  0.328
H 4.7301 5.7134 -1.0277  0.420
H 18.0983 -2.8554 -0.1752  0.299
C 3.6267 -6.8236 -7.2375  -0.696
O 3.9061 -5.6702 -7.9931  -0.362
C 2.9083 -5.7392 5.0983  -0.695
H -8.2885 3.4355 4.3386  0.329
H 2.4209 10.7958 -0.3136  0.408
C -14.5421 3.4100 4.4216  -0.468
H -2.1653 2.7738 -9.6477  0.329
H -5.4924 3.2080 -3.2322  0.318
O 0.0477 -11.6040 0.3058  -0.309
H -0.1410 7.0218 4.2554  0.313
C -3.0163 9.4911 3.0141  -0.645
H -3.5931 2.2668 0.7396  0.319
H -3.3047 2.0978 -2.2915  0.328
O 1.5208 -5.6564 5.0221  -0.289
H -7.6500 -3.5591 -7.1931  0.378
C -2.6317 -4.4043 5.4738  -0.706
H -5.0382 2.7781 -9.8000  0.284
C 9.8111 -3.4146 -2.1114  -0.744
H -5.6741 -4.1457 -6.5964  0.190
H -3.8768 7.4080 1.6805  0.234
H -3.0307 1.6414 -10.4884  0.412
C -5.6777 2.1974 -2.8682  -0.720
C -7.1344 -2.6594 -6.8572  -0.761
C -3.2700 -3.9694 6.7711  -0.562
H 4.4337 -0.1063 7.0567  0.196
C -1.7674 0.3396 0.8296  -0.748
C -3.0926 -3.5868 -5.2037  -0.493
H 5.5926 -0.3922 5.0875  0.276
O -5.1888 1.9524 -1.5740  -0.319
H 4.7264 9.8947 1.3343  0.248
C 3.6545 -4.4776 -7.2245  -0.531
O -1.7377 6.8608 6.2101  -0.347
H 2.8403 2.0937 5.7275  0.271
H 1.9534 -0.3688 9.1371  0.292
H -2.5629 3.0387 -13.3881  0.306
H 2.0909 13.4504 1.1451  0.315
C 5.2448 0.3988 4.4231  -0.725
O 2.2861 11.4505 1.7456  -0.294
O 3.9432 0.8663 4.6487  -0.308
C 3.7122 1.4542 5.8655  -0.565
C 14.5115 -4.6354 -0.6452  -0.479
C 2.9993 10.9074 0.6035  -0.518
H -3.7529 -6.5920 -6.5743  0.262
H -2.9021 -5.3629 5.0311  0.394
H 18.4974 -4.4602 0.4213  0.288
H -3.6052 -2.6566 9.2394  0.277
H 14.2028 -5.3978 0.0701  0.342
C -8.7517 2.7463 5.0447  -0.829
C -4.1242 -2.5799 -4.7000  -0.575
H 4.8473 0.0330 10.1462  0.361
H -2.3567 0.0435 1.6975  0.348
C -1.0186 -8.5765 -0.1477  -1.310
H -9.5395 1.2528 2.9751  0.405
H 14.4040 -4.9499 -1.6833  0.312
H -2.8908 10.4945 3.4211  0.395
H 2.6538 -0.2276 6.7912  0.166
C -1.2910 2.6976 -11.6397  0.537
H -4.1461 4.0399 -8.8306  0.262
O -3.5257 -4.9785 -5.2329  -0.386
H -3.9467 3.4792 -1.4435  0.345
H 11.4923 -1.9214 0.3327  0.289
H -5.3184 4.5505 -10.0592  0.218
H -1.2554 4.8937 5.6397  0.366
C 4.1390 6.6290 -1.0476  -0.601
C 4.3915 -0.8229 -7.1612  -0.492
C 2.2822 5.0723 -0.5725  -0.622
C -0.5112 6.9928 7.0079  -0.632
C -1.7215 8.7575 3.4270  -0.389
O 3.9384 -2.1361 -6.7990  -0.286
H 3.2752 -5.8906 6.1135  0.308
H 1.3507 4.8191 -1.0788  0.197
H 16.4301 -3.6379 -1.3380  0.342
H 4.2053 -0.6844 -8.2262  0.340
H 10.0851 -2.7343 -2.9177  0.307
H -3.9862 8.0594 0.1079  0.295
H 2.4764 1.1134 9.9554  0.341
H 0.1522 -0.2344 -6.5524  0.260
H 16.7161 -5.1851 -0.5870  0.403
C 0.9225 -4.9625 6.1626  -0.697
O 10.0378 -2.8714 -0.7623  -0.362
H 3.7060 11.6815 0.3044  0.293
H 0.9937 12.9783 2.3586  0.261
O 3.1873 1.1597 8.2551  -0.369
O -13.7647 3.8276 5.5501  -0.249
H -0.3097 -0.8691 1.4648  0.335
C 0.9590 -1.5490 -0.7053  -0.741
H -0.9178 3.7198 -11.5769  0.222
H 1.8617 -10.4972 0.4500  0.402
C 3.9888 -0.5512 9.8149  -0.613
C -10.1914 2.0565 3.3176  -0.556
H 6.0822 -2.0949 9.6974  0.339
H -0.8062 8.9194 2.8578  0.441
C 4.2120 -3.1952 -7.7287  -0.364
H -14.1302 2.2810 2.5933  0.276
H -1.0073 2.3530 -13.8489  0.376
C 3.6857 9.6544 1.1172  -0.471
C 11.3851 -2.5405 -0.5579  -0.366
H -2.8210 -3.6594 4.7009  0.278
C -1.7124 5.8136 5.2749  -0.486
H -0.8445 -7.7359 0.5239  0.292
H -9.4299 -1.6587 -7.5397  0.317
H 3.6111 -3.0093 -8.6189  0.294
H -6.8206 -2.2883 -7.8329  0.409
H 3.6640 -1.1020 10.6976  0.480
H -3.8953 9.0850 3.5146  0.310
C -1.7811 2.3439 -13.0812  -1.340
O 2.1637 0.4267 -6.9803  -0.430
H -6.3988 -3.6644 -5.0764  0.359
C 1.1941 -0.5498 -6.6092  -0.533
C 0.5202 -12.7553 0.9127  -0.808
H -15.5546 3.0539 4.6119  0.370
O -2.6411 0.6364 -0.2209  -0.223
H 4.0739 -4.5466 -6.2208  0.286
O 2.7334 6.2527 -1.1688  -0.336
H 0.5400 -9.9062 1.5023  0.352
O -4.9215 -2.2949 -5.8290  -0.360
H 2.5979 -7.1353 -7.4180  0.279
C -13.8611 2.2793 3.6495  -0.569
H 0.6285 1.8991 -11.8312  0.241
H -11.8122 1.5291 2.0475  0.306
H 1.4843 -1.0664 -5.6943  0.248
O -3.5663 3.6215 -10.8074  -0.336
C -3.3544 8.0763 0.9959  -0.520
H 2.6087 -4.3255 -6.9575  0.336
H -8.1215 1.8599 5.1186  0.295
O -0.0887 -0.6100 -0.5525  -0.281
H 3.1948 -6.5901 4.4803  0.230
C 4.2866 7.5607 0.1875  -0.406
H 1.3028 -13.1703 0.2776  0.315
H -3.0866 -4.7291 7.5310  0.466
H 1.1284 -3.8928 6.1243  0.321
H -0.8109 -6.2206 6.4712  0.326
H 5.3552 7.7606 0.2667  0.324
H -6.7534 2.0226 -2.8511  0.252
H 4.6708 -3.1647 10.0042  0.287
H -15.3279 5.2310 6.0129  0.323
C 16.0785 -4.3019 -0.5484  -0.589
H 12.1174 -4.2539 0.6812  0.265
H 0.7460 12.3624 0.7408  0.305
H -2.1313 -1.7851 8.8597  0.234
H -14.0989 4.9885 7.2148  0.254
H -2.2250 -6.3049 -5.9670  0.307
H -2.3670 7.6759 0.7661  0.192
O -7.9249 -1.7538 -6.1597  -0.298
N -0.2165 1.7756 -11.2918  -0.709
H 11.9844 -4.6462 -1.0313  0.299
H 3.9795 7.0708 1.1115  0.305
H -0.1989 -13.5629 0.7755  0.255
H 4.5000 2.1651 6.1145  0.344
C 3.5154 0.2822 -6.5066  -0.585
H -0.5191 6.0215 7.5025  0.312
H 10.3023 -4.3634 -2.3272  0.271

=====

(2)
Density functional theory data (ωB97M-V/def2-TZVPD) for a structure of composition C5H8O2 in a non-equilibrium geometry.

Last column: Mulliken charge in e.
Element x y z (Å)
H 1.5262 -1.2570 1.3160  0.263
C -1.1389 -0.1212 -0.1806  0.708
C -2.6287 -0.2705 -0.0962  -1.004
H -2.8878 -0.6026 0.9118  0.268
C 1.1023 0.2244 -0.1538  1.093
O -0.3812 -1.0616 -0.5265  -0.553
C 1.6370 -0.1831 1.1621  -1.153
C 1.6884 0.6343 -1.2575  -0.932
H 1.1341 0.3408 1.9756  0.300
H 2.7692 0.7119 -1.2706  0.258
H -3.1167 0.6843 -0.2832  0.312
H 1.1407 0.8865 -2.1534  0.275
O -0.5726 0.9669 0.1589  -0.523
H 2.7002 0.0684 1.2030  0.382
H -2.9722 -1.0215 -0.8055  0.308

=====

(3)
Density functional theory data (ωB97M-V/def2-TZVPD) for an isolated molecule of C2H2ClN in a non-equilibrium geometry.

Results
SMILES: C#CNCl

Last column: Mulliken charge in e.
Element x y z (Å)
H -0.3856 -1.4218 -0.5402  0.308
C 1.1815 0.6554 0.7740  -0.220
Cl -2.0782 0.1480 -1.2973  -0.065
H 2.1000 1.1722 0.8429  0.376
C 0.1868 0.2184 0.2965  -0.125
N -1.0044 -0.7721 -0.0758  -0.276

=====

(4)
Density functional theory data (ωB97M-V/def2-TZVPD) for a structure of composition C5H6N2O in a non-equilibrium geometry.

Last column: Mulliken charge in e.
Element x y z (Å)
H 0.8996 -1.4878 -1.2272  0.249
C -0.3419 -0.5249 -0.3023  -0.050
H 2.6408 0.3584 -0.4572  0.218
H -0.0325 2.7596 -0.0551  0.184
H -2.6223 -1.6313 0.6416  0.356
N -1.6277 1.3782 0.0239  -0.649
H 1.8726 0.4598 1.2302  0.227
C 1.6973 0.1729 0.1995  -0.219
N -0.3100 1.8465 -0.1463  0.122
O -2.8898 -0.6658 0.0658  -0.546
C -1.6598 0.0059 -0.2757  0.364
C 1.1005 -1.1801 -0.1357  -0.551
C 0.4078 0.7406 -0.1179  0.067
H 0.8654 -2.2320 0.5564  0.227

=====

no.,HOMO-LUMO gap (eV),highest occupied orbital energy (eV),energy (eV)
1,9.16,-8.9,-129025.503
2,9.74,-8.9,-9407.474
3,9.97,-10.3,-16114.441
4,8.64,-8.1,-10303.428